No. 1
Computed, not measured: a structure of composition C11H22N3O4Y at a distorted geometry, with ωB97M-V/def2-TZVPD.

Geometry as XYZ:
```
41
C11H22N3O4Y | the OMol25 dataset | ωB97M-V/def2-TZVPD
H 3.684 3.570 -1.565
H 3.489 1.980 0.113
H 3.271 -0.741 1.549
O 0.317 0.043 2.098
N 1.727 3.839 -0.794
H 3.373 -1.493 4.365
C 1.471 2.597 -0.468
H 2.913 1.311 -1.410
H -0.670 -2.794 -1.042
H -0.287 4.387 -0.577
N 1.755 -0.269 3.805
C -2.914 -1.584 0.509
O 0.310 2.159 -0.252
C 0.672 -0.515 4.763
H 0.706 -1.555 5.085
H -4.898 -1.281 0.277
H 3.273 0.996 1.890
H 3.567 4.658 -0.152
H -2.229 -3.608 0.606
O 2.148 0.393 0.252
C 2.651 0.159 1.568
Y -0.410 -0.002 -0.003
H 0.894 5.655 -0.184
H -0.284 -0.300 4.303
C 1.495 -0.027 2.544
H 0.279 -2.849 0.410
H 3.843 0.107 3.746
C 3.080 4.327 -1.070
H -1.627 -2.527 1.842
H 0.817 0.130 5.628
C -0.554 -2.318 -0.062
O -2.610 -0.358 0.368
H 0.591 5.225 -1.879
C 3.109 -0.435 4.334
H 3.131 -0.039 5.346
C -1.836 -2.602 0.769
H -4.427 -2.935 0.506
N -4.168 -1.965 0.416
H 2.999 5.176 -1.744
C 0.656 4.838 -0.863
C 2.612 1.582 -0.394
```

The value obtained for the HOMO energy is -14.51 eV. Its spin multiplicity is 1. The largest force on an atom comes out at 1.22 eV/A. The total energy is -25456.532 eV. The frontier orbital gap comes out at 8.53 eV. The total charge is +2. Its lowest unoccupied orbital energy is -5.98 eV. The energy above the lowest of the compared OMol25 structures with the same formula, charge and spin is 1.3 kcal/mol.


No. 2
Computed, not measured: the ion C11H22NO2 with charge +1 at a distorted geometry, with ωB97M-V/def2-TZVPD.

Geometry as XYZ:
```
36
C11H22NO2 | the OMol25 dataset | ωB97M-V/def2-TZVPD
H 0.700 -2.472 -0.605
C 1.338 -0.612 -1.259
H -1.748 -2.662 0.840
H 0.930 1.276 1.799
O 2.477 -1.472 0.714
H -2.111 -1.388 1.988
C -0.424 1.667 -0.305
C -1.438 -0.641 -0.035
H 0.614 -2.387 -2.228
C -1.048 -1.402 -1.318
O -0.721 1.694 -1.603
H 0.326 3.660 -0.641
C -1.425 -1.550 1.118
H -0.637 1.189 2.275
H 0.947 2.781 0.779
H -0.542 3.289 0.894
H -1.517 1.247 -1.901
C 0.094 2.935 0.155
C 0.500 -1.795 -1.356
H -1.241 -0.902 -2.298
C 3.104 0.756 -0.139
H 2.803 -1.012 1.480
C 0.033 0.623 1.668
H 0.182 -0.354 2.051
H 1.279 0.172 -2.054
C 2.289 -0.509 -0.303
H 2.730 1.642 -0.557
H -3.097 0.810 0.363
H 3.236 0.877 0.883
N -0.493 0.556 0.339
H -1.420 -2.427 -1.291
H 4.095 0.575 -0.530
C -2.878 -0.109 -0.244
H -0.447 -1.829 1.463
H -3.565 -0.954 0.045
H -2.997 0.093 -1.308
```

The value obtained for the HOMO energy is -11.74 eV. Its spin multiplicity is 1. The largest force on an atom comes out at 5.05 eV/A. As for the SMILES: C/C(O)=C/CCC(C)(C)/[N+](C)=C(/C)O. The total energy is -17340.378 eV. The frontier orbital gap comes out at 8.55 eV. The total charge is +1. Its lowest unoccupied orbital energy is -3.18 eV. The energy above the lowest of the compared OMol25 structures with the same formula, charge and spin is 0.0 kcal/mol.


No. 3
Computed, not measured: a structure of composition C11H22NO8S2V at a distorted geometry, with ωB97M-V/def2-TZVPD.

Geometry as XYZ:
```
45
C11H22NO8S2V | the OMol25 dataset | ωB97M-V/def2-TZVPD
H -2.883 -1.828 1.337
C 0.267 -1.502 4.603
H 2.700 2.799 -1.747
O 2.338 0.165 -3.702
C 2.364 0.571 -2.258
S -2.472 0.922 0.495
O -2.221 2.311 -2.387
H 1.440 -2.016 2.701
C 1.433 -2.401 -3.146
H -0.132 0.849 4.561
H 0.593 -0.316 2.632
H 3.431 0.427 -1.779
H -3.209 0.532 2.837
C -2.236 -1.449 2.265
H -2.784 -1.910 3.220
H 1.297 -1.921 5.038
H -1.335 0.710 2.738
H 0.744 1.980 -0.242
C 2.474 -1.315 -3.803
H -0.553 -2.272 4.945
N -1.454 0.210 -0.732
C -0.759 -2.143 2.113
C 0.061 -0.026 5.325
O -2.133 2.456 0.648
H 0.283 3.515 -1.263
O -0.661 1.468 -4.720
H 0.302 -2.082 -3.285
H 1.005 0.311 5.967
C 0.439 -1.429 2.973
O -0.226 3.857 -7.259
H 1.701 2.579 -3.334
S -1.019 1.382 -1.976
H -0.850 -0.012 6.095
O 3.524 -1.800 -4.522
H 1.633 -2.388 -1.975
C 1.835 2.139 -2.237
H 1.599 -3.462 -3.632
H 1.611 -0.065 -1.620
H -0.382 -2.240 0.988
H -0.867 -3.267 2.499
O -0.694 0.554 -3.280
O -3.980 0.899 0.029
V -0.444 2.663 -5.989
C 0.468 2.358 -1.340
C -2.246 0.189 2.220
```

The value obtained for the HOMO energy is -9.19 eV. Its spin multiplicity is 1. The largest force on an atom comes out at 9.10 eV/A. The total energy is -76971.615 eV. The frontier orbital gap comes out at 4.52 eV. Its lowest unoccupied orbital energy is -4.67 eV. The energy above the lowest of the compared OMol25 structures with the same formula, charge and spin is 297.3 kcal/mol.


No. 4
Computed, not measured: a structure of composition C11H22NaO4S at a distorted geometry, with ωB97M-V/def2-TZVPD.

Geometry as XYZ:
```
39
C11H22NaO4S | the OMol25 dataset | ωB97M-V/def2-TZVPD
H 3.463 1.669 2.442
S 2.686 0.472 -1.147
O -2.977 1.501 -2.099
C 4.120 2.128 1.711
H -2.863 -1.208 1.858
H -1.198 -2.372 0.240
H -2.037 -0.852 -1.266
Na -1.924 -3.853 0.399
O 2.929 -1.063 -0.632
H 5.007 2.637 2.079
C -1.639 1.210 -1.758
H -1.599 1.225 0.941
C 0.540 -1.665 1.282
C -1.550 0.020 -0.820
H -1.109 0.918 -2.673
H -1.149 -2.758 1.983
C 1.820 -1.920 -0.940
C -0.971 -1.951 1.232
H -1.488 -0.367 2.564
H -2.920 3.229 -0.917
H 0.749 -0.613 1.094
H -1.086 2.059 -1.350
O 4.087 1.077 -0.471
H -4.426 2.869 -1.743
C 3.867 2.175 0.366
H 3.455 3.050 -0.131
H 2.275 -2.830 0.902
H -3.045 3.473 -2.697
H -0.482 -0.174 -0.718
C -3.344 2.855 -1.850
H 0.858 -1.845 2.309
C 1.369 -2.576 0.354
H 2.192 -2.698 -1.609
O 1.631 1.072 -0.352
H 0.867 -3.536 0.183
C -1.877 -0.789 1.640
C -2.091 0.325 0.574
H -3.160 0.516 0.500
H 1.023 -1.407 -1.481
```

The value obtained for the HOMO energy is -10.18 eV. Its spin multiplicity is 1. The largest force on an atom comes out at 2.69 eV/A. The total energy is -35193.872 eV. The frontier orbital gap comes out at 5.55 eV. The total charge is +1. Its lowest unoccupied orbital energy is -4.64 eV.


No. 5
Computed, not measured: a structure of composition C11H23BrInO6S at a distorted geometry, with ωB97M-V/def2-TZVPD.

Geometry as XYZ:
```
43
C11H23BrInO6S | the OMol25 dataset | ωB97M-V/def2-TZVPD
H 8.297 4.412 -0.635
H -4.704 -2.368 0.322
C -4.977 -3.423 5.596
H 4.547 0.220 0.192
H 6.331 5.792 0.081
H -4.480 -4.154 6.228
H 6.675 5.978 -1.651
H -4.378 -2.514 5.561
S -2.463 1.167 -4.728
C -5.705 -2.066 0.621
O 5.230 2.364 -0.959
C -6.473 -3.242 1.181
C 1.259 -0.360 -3.193
H 3.628 1.451 1.099
O -6.410 -2.276 3.699
H -6.216 -1.653 -0.247
C 7.276 4.083 -0.825
Br -3.759 -2.056 -2.422
O -5.073 -4.001 4.296
H 2.328 0.852 -1.940
H -5.599 -1.276 1.365
H -7.468 -2.953 1.521
H -6.597 -4.001 0.410
H -5.962 -3.208 6.004
H -1.688 0.631 -1.386
C 6.349 5.278 -0.881
H 0.522 1.277 -2.084
O 6.945 3.205 0.259
O 5.690 1.685 1.145
H 2.092 -0.506 -3.876
H 7.278 3.534 -1.766
H -1.289 1.747 -5.020
C 5.891 2.410 0.045
O -5.759 -3.892 2.252
C 4.532 0.845 1.081
C 0.125 -1.319 -3.320
H 0.107 -1.643 -4.360
C 1.347 0.651 -2.348
In -1.834 -0.349 -2.853
H 0.314 -2.215 -2.747
H 5.328 4.971 -1.107
H 4.551 0.208 1.961
C -5.810 -3.287 3.431
```

The value obtained for the HOMO energy is -4.63 eV. Its spin multiplicity is 1. The largest force on an atom comes out at 1.89 eV/A. The total energy is -110118.521 eV. The frontier orbital gap comes out at 6.98 eV. The total charge is -1. Its lowest unoccupied orbital energy is 2.35 eV.


No. 6
Computed, not measured: a cluster of 2 separate species, C11H23Cl3N in total at a distorted geometry, with ωB97M-V/def2-TZVPD.

Geometry as XYZ:
```
38
C11H23Cl3N | the OMol25 dataset | ωB97M-V/def2-TZVPD
H 2.522 -1.795 1.663
C 2.894 -1.979 0.661
C 1.751 1.361 0.478
H 3.063 0.385 1.869
H 0.671 -0.303 -1.347
H -0.749 0.696 -1.214
H 3.736 -2.655 0.759
H -0.531 -2.219 -1.554
H -1.674 -2.503 0.964
Cl -1.395 4.141 -2.340
C -2.759 3.734 -1.304
N -1.121 -1.386 -1.520
H -3.314 -1.854 1.060
H 3.866 1.302 0.620
H -1.316 -1.135 -2.492
Cl -3.457 2.178 -1.779
C 3.052 0.606 0.805
H 1.625 1.407 -0.601
H 0.207 -1.281 0.892
C -1.692 -0.387 1.115
H -3.519 4.495 -1.424
H 4.375 -0.696 -0.245
H -3.187 -0.956 -1.176
H 2.110 -2.490 0.105
H 2.801 -0.565 -0.986
C 0.502 0.833 1.208
C -0.248 -0.344 0.579
H -1.714 -0.302 2.194
C 3.313 -0.664 -0.032
Cl -2.273 3.680 0.386
H 0.828 0.501 2.189
H 1.893 2.381 0.824
C -2.327 -1.698 0.637
C -0.328 -0.259 -0.928
H -0.188 1.655 1.381
H -2.758 -2.649 -1.220
C -2.434 -1.673 -0.867
H -2.226 0.437 0.641
```

The value obtained for the HOMO energy is -13.82 eV. Its spin multiplicity is 1. The largest force on an atom comes out at 1.20 eV/A. The total energy is -50831.467 eV. The frontier orbital gap comes out at 10.70 eV. The total charge is +1. Its lowest unoccupied orbital energy is -3.12 eV.


> lowest unoccupied orbital energy of number 5 (C11H23BrInO6S)?

2.35 eV